1.
C46H60CdCl2N5O5PSSi | ωB97M-V/def2-TZVPD

Geometry as XYZ:
```
122
Properties=species:S:1:pos:R:3:lowdin_charge:R:1
Cd 0.26513 0.33093 -0.05837 1.421
C 1.75405 2.57535 3.69231 -0.042
C 0.80878 1.84387 2.74497 -0.528
O 1.36757 1.35170 1.71922 -0.150
C -0.52206 1.75613 3.14156 -0.079
C -1.60132 1.03766 2.52688 -0.381
C -2.92259 1.03686 3.25613 -0.059
N -1.47018 0.36674 1.42657 -0.058
N -2.57614 -0.38057 1.01548 0.046
C -2.21894 -1.27662 0.13097 -0.524
O -1.05160 -1.51347 -0.32238 -0.185
C -3.32738 -2.13772 -0.41673 -0.136
C -3.03169 -3.02207 -1.45099 -0.024
C -4.02653 -3.81703 -2.00323 -0.091
C -5.32597 -3.73976 -1.52248 -0.121
C -5.62590 -2.85935 -0.48856 -0.114
C -4.63276 -2.06182 0.05901 -0.048
H 2.54266 3.04847 3.10692 0.057
H 2.22279 1.84727 4.36108 0.068
H 1.24274 3.32556 4.29627 0.059
H -0.78145 2.30354 4.03946 0.080
H -2.87524 1.68602 4.12982 0.059
H -3.18881 0.02330 3.56323 0.063
H -3.71945 1.36725 2.58855 0.064
H -2.01747 -3.04953 -1.82685 0.102
H -3.78354 -4.47741 -2.82659 0.097
H -6.10641 -4.35339 -1.95866 0.085
H -6.64157 -2.78908 -0.11417 0.085
H -4.84765 -1.36104 0.85536 0.097
Cl -1.50219 0.39170 -3.05558 0.724
C -2.13656 -0.88090 -4.05887 -0.664
C -3.49485 -0.82337 -4.31749 -0.146
C -4.10404 -1.80854 -5.07958 -0.130
C -3.32465 -2.84610 -5.56300 -0.173
C -1.96946 -2.87739 -5.28937 -0.697
Cl -1.08640 -4.24647 -5.94066 0.566
C -1.28214 -1.90283 -4.53191 -0.794
S 0.41832 -1.96773 -4.22950 0.505
H -4.06578 -0.00938 -3.89298 0.093
H -5.16847 -1.77944 -5.27224 0.087
H -3.75745 -3.64564 -6.15064 0.084
O 1.69406 0.19938 -2.06471 -0.194
H 1.28692 1.07540 -2.20750 -0.033
H 1.22944 -0.40627 -2.68122 -0.100
C 2.66768 4.13561 -2.37089 -0.098
C 2.10138 4.49007 -0.98937 -0.597
C 2.95241 3.77026 0.06220 -0.093
C 2.19641 6.00539 -0.81292 -0.101
Si 0.31974 3.81498 -0.92268 0.419
O 0.27919 2.24688 -1.16026 -0.445
C -0.58748 4.33683 0.66305 -0.195
C -0.05235 4.97864 1.77812 -0.104
C -0.83914 5.32266 2.87212 -0.112
C -2.18970 5.01767 2.88051 -0.115
C -2.74688 4.36185 1.79112 -0.100
C -1.95426 4.03430 0.70272 -0.090
C -0.64585 4.71376 -2.28748 -0.209
C -0.86231 4.06562 -3.50514 -0.092
C -1.54078 4.68697 -4.54600 -0.095
C -2.01973 5.97982 -4.38881 -0.122
C -1.82187 6.64237 -3.18470 -0.113
C -1.14649 6.00975 -2.14967 -0.106
H 3.70231 4.49638 -2.44953 0.076
H 2.09208 4.59599 -3.17798 0.072
H 2.67958 3.05810 -2.53923 0.074
H 4.00001 4.09397 -0.01960 0.078
H 2.91579 2.68925 -0.07274 0.074
H 2.62366 3.96569 1.08299 0.046
H 3.24573 6.32340 -0.88198 0.073
H 1.81184 6.34628 0.15002 0.059
H 1.64149 6.53222 -1.59358 0.068
H 1.00404 5.21272 1.81346 0.081
H -0.38710 5.81641 3.72561 0.091
H -2.80360 5.27492 3.73671 0.090
H -3.79707 4.09446 1.79237 0.096
H -2.40446 3.50916 -0.13311 0.112
H -0.50904 3.04903 -3.63056 0.072
H -1.70113 4.15442 -5.47573 0.096
H -2.55365 6.46568 -5.19779 0.086
H -2.20422 7.64822 -3.04902 0.087
H -1.01775 6.53358 -1.20718 0.100
O 1.82086 -1.37938 0.47354 -0.328
P 1.93656 -2.63227 1.24601 0.570
N 1.69717 -3.94201 0.24783 -0.178
C 0.94723 -5.15394 0.55412 -0.232
C 1.15423 -5.99689 -0.70015 -0.175
C 1.16783 -4.96415 -1.84237 -0.159
C 1.31660 -3.59872 -1.15375 -0.199
N 3.47526 -2.71066 1.91086 -0.175
C 4.54415 -1.91566 1.28527 -0.194
C 5.51113 -2.96321 0.75179 -0.180
C 5.48977 -3.99630 1.87396 -0.184
C 4.01158 -4.02649 2.29138 -0.213
N 0.86781 -2.73595 2.50366 -0.159
C 0.65526 -3.90203 3.37241 -0.209
C 0.37824 -3.30823 4.75740 -0.177
C -0.16969 -1.92105 4.43936 -0.167
C 0.70311 -1.48698 3.27585 -0.196
H -0.12039 -4.92235 0.68151 0.123
H 1.30268 -5.64492 1.46120 0.091
H 0.38246 -6.75939 -0.81648 0.100
H 2.12145 -6.50207 -0.63150 0.097
H 0.24920 -4.97515 -2.42592 0.096
H 1.98715 -5.15517 -2.53501 0.100
H 0.37488 -3.04891 -1.16069 0.073
H 2.06465 -2.95504 -1.60507 0.101
H 5.03174 -1.29830 2.04813 0.113
H 4.12300 -1.25179 0.53419 0.108
H 6.50642 -2.56776 0.54589 0.103
H 5.10688 -3.39275 -0.16804 0.114
H 6.10430 -3.64098 2.70596 0.102
H 5.85511 -4.98192 1.58317 0.100
H 3.90015 -4.21591 3.36346 0.101
H 3.48752 -4.81968 1.74780 0.093
H 1.51819 -4.57363 3.39803 0.087
H -0.20387 -4.48077 3.02137 0.105
H 1.31284 -3.21390 5.31768 0.105
H -0.30397 -3.93278 5.33698 0.101
H -0.10828 -1.22549 5.27581 0.109
H -1.21089 -1.97935 4.11319 0.115
H 1.67263 -1.11046 3.62919 0.121
H 0.24471 -0.72511 2.65733 0.062
```

Properties
Gap between HOMO and LUMO (eV): 5.70
Charge: -2
Energy above the lowest of the compared OMol25 structures with the same formula, charge and spin (kJ/mol): 0.00
LUMO energy (eV): 3.986
E_tot (Eh): -4556.3098

---

2.
C4H11N5O2 | ωB97M-V/def2-TZVPD

Geometry as XYZ:
```
22
Properties=species:S:1:pos:R:3:nbo_charge:R:1
C 1.27161 2.20361 -1.45484 -0.438
N 0.46399 1.58800 -0.31948 -0.468
N 0.83637 0.22734 -0.18976 -0.172
C -0.28326 -0.88100 -0.63642 0.301
N -0.30894 -1.97873 0.21816 -0.618
C -1.15580 -1.60432 1.34195 -0.248
C -2.12135 -0.52878 0.79633 -0.228
N -1.53230 -0.26811 -0.60746 -0.634
N 1.96224 -0.03074 0.46637 0.610
O 2.29748 -1.24119 0.52951 -0.503
O 2.60278 0.83657 1.03438 -0.437
H 1.15568 1.57913 -2.35674 0.209
H 0.70551 3.15989 -1.73584 0.205
H 2.31734 2.40890 -1.05057 0.213
H 0.54125 2.03611 0.61919 0.376
H 0.11600 -1.07482 -1.59984 0.203
H 0.60712 -2.30143 0.46729 0.416
H -0.58826 -1.12395 2.13991 0.185
H -1.61664 -2.57794 1.57309 0.214
H -3.10867 -1.04084 0.81101 0.203
H -2.11213 0.39788 1.28765 0.195
H -2.05001 0.21444 -1.33388 0.417
```

Properties
Gap between HOMO and LUMO (eV): 9.73
Energy above the lowest of the compared OMol25 structures with the same formula, charge and spin (kJ/mol): 661.26
LUMO energy (eV): 0.783
E_tot (Eh): -583.0775

---

3.
C32H88N8O8 | ωB97M-V/def2-TZVPD

Geometry as XYZ:
```
136
Properties=species:S:1:pos:R:3:lowdin_charge:R:1
C 0.07866 -3.89717 -0.07017 -0.110
O -0.83502 -4.77545 -0.66528 -0.179
C -1.52409 -4.18162 -1.75032 -0.215
C -2.80965 -4.90724 -1.99741 -0.437
C -3.62401 -4.25445 -3.10546 -0.065
N -3.62693 -4.90150 -0.76717 0.043
H 0.89471 -3.62928 -0.75769 0.097
H 0.56047 -4.37515 0.78317 0.083
H -0.38881 -2.96993 0.28374 0.066
H -1.72208 -3.12315 -1.52643 0.111
H -0.89697 -4.19242 -2.65320 0.137
H -2.61756 -5.94471 -2.29999 0.138
H -3.11440 -4.28614 -4.07220 0.080
H -3.95479 -3.25283 -2.83976 0.066
H -4.52547 -4.85205 -3.27787 0.076
H -4.26475 -5.68482 -0.82353 0.073
H -3.02534 -5.02342 0.03855 0.054
C -2.15024 3.11282 2.14213 -0.090
O -3.55178 3.17896 1.99339 -0.176
C -4.02258 2.33616 0.96092 -0.209
C -4.09848 3.04230 -0.37326 -0.438
C -5.07531 4.21514 -0.39139 -0.060
N -4.37297 2.05274 -1.42563 0.039
H -1.86918 2.14066 2.57116 0.070
H -1.79425 3.89884 2.80260 0.094
H -1.62752 3.19793 1.18181 0.083
H -3.34821 1.47670 0.84761 0.107
H -5.01206 1.99294 1.27872 0.135
H -3.11168 3.45425 -0.61107 0.134
H -6.12083 3.89476 -0.37712 0.078
H -4.88711 4.86859 -1.24255 0.074
H -4.97210 4.81041 0.52230 0.077
H -5.23208 1.53505 -1.26848 0.080
H -4.52345 2.55862 -2.29226 0.074
C 5.44152 4.70565 -2.09227 -0.130
O 4.31854 4.33080 -1.34733 -0.198
C 4.64390 3.38386 -0.33665 -0.212
C 3.40437 3.10714 0.46674 -0.429
C 3.03495 4.29855 1.33723 -0.053
N 3.65497 1.88984 1.26593 0.041
H 5.90410 3.84255 -2.59865 0.083
H 6.20476 5.19705 -1.47755 0.089
H 5.13907 5.38311 -2.89079 0.088
H 4.94624 2.46441 -0.85318 0.117
H 5.45588 3.77288 0.29078 0.134
H 2.54760 2.88276 -0.17262 0.129
H 2.03568 4.26067 1.77218 0.073
H 3.11497 5.23256 0.77232 0.077
H 3.73240 4.38902 2.17916 0.078
H 4.41613 2.09302 1.90938 0.071
H 2.85498 1.68770 1.86197 0.053
C 0.36186 0.63735 3.45642 -0.078
O 0.53462 1.09670 2.11245 -0.202
C -0.19286 0.26128 1.22871 -0.221
C 0.10028 0.68030 -0.18942 -0.435
C -0.86908 0.04622 -1.16362 -0.054
N 1.46699 0.37093 -0.55610 0.089
H 0.93899 -0.26854 3.63738 0.083
H -0.70641 0.48025 3.63889 0.083
H 0.70283 1.48157 4.04975 0.087
H 0.12545 -0.79099 1.31502 0.121
H -1.25782 0.27184 1.48896 0.097
H -0.10928 1.76699 -0.26200 0.135
H -1.89915 0.40529 -1.09566 0.060
H -0.91119 -1.04945 -1.08909 0.059
H -0.54624 0.17500 -2.20231 0.062
H 1.68413 0.83643 -1.43348 0.029
H 2.08875 0.74297 0.15254 0.030
C -3.43779 -0.08178 -3.69504 -0.126
O -3.05300 -0.44841 -5.00393 -0.191
C -1.65981 -0.26011 -5.22192 -0.217
C -1.29886 -0.85384 -6.56797 -0.438
C 0.18470 -0.61559 -6.83284 -0.067
N -2.07238 -0.24246 -7.64920 0.044
H -3.32188 -0.89555 -2.97299 0.074
H -4.49042 0.20367 -3.73908 0.083
H -2.90853 0.80006 -3.32358 0.060
H -1.50237 0.83011 -5.27389 0.127
H -1.06029 -0.66870 -4.39958 0.121
H -1.46678 -1.93238 -6.54105 0.140
H 0.42933 -0.85618 -7.87040 0.080
H 0.81731 -1.26856 -6.22938 0.068
H 0.47507 0.42931 -6.69032 0.069
H -1.76340 0.71425 -7.78371 0.070
H -3.03874 -0.20522 -7.34021 0.066
C 3.45103 1.63533 5.67175 -0.103
O 2.37828 0.73935 5.86664 -0.207
C 2.78415 -0.46857 6.45368 -0.219
C 1.59091 -1.39376 6.51576 -0.455
C 0.39653 -0.80596 7.28359 -0.054
N 1.96222 -2.64250 7.18669 0.047
H 3.87115 1.95707 6.63447 0.090
H 3.04457 2.53600 5.21249 0.084
H 4.24039 1.19420 5.05677 0.087
H 3.55932 -1.00477 5.87929 0.130
H 3.20132 -0.28952 7.45477 0.134
H 1.18383 -1.54033 5.50388 0.082
H -0.38195 -1.56052 7.39079 0.064
H 0.03191 0.09176 6.78496 0.072
H 0.71132 -0.50182 8.28658 0.082
H 1.19485 -3.30211 7.10482 0.059
H 2.73902 -3.08096 6.69935 0.069
C -3.15517 -2.04292 1.53583 -0.095
O -2.12635 -2.00291 2.49327 -0.204
C -2.27244 -2.96642 3.50327 -0.216
C -1.07146 -2.87656 4.44297 -0.426
C 0.20431 -3.25862 3.72786 -0.057
N -1.25863 -3.78193 5.60093 0.046
H -4.15201 -1.77210 1.89680 0.096
H -3.17180 -2.97493 0.96174 0.066
H -2.88040 -1.29467 0.78328 0.072
H -3.22838 -2.84697 4.03394 0.128
H -2.30909 -3.98187 3.06815 0.132
H -1.01413 -1.84252 4.79280 0.123
H 0.28399 -4.34222 3.58863 0.087
H 1.07124 -3.00545 4.34136 0.058
H 0.25437 -2.78640 2.74846 0.060
H -2.16267 -3.57963 6.02356 0.072
H -1.40277 -4.71157 5.20852 0.072
C 1.20095 2.63955 -3.86170 -0.087
O 1.77880 1.57927 -3.13716 -0.236
C 3.19962 1.46658 -3.26340 -0.196
C 3.56106 0.47040 -4.35009 -0.442
C 3.02160 -0.90574 -3.99437 -0.060
N 4.98588 0.37429 -4.62056 0.046
H 0.27519 2.89928 -3.33618 0.090
H 0.85885 2.31693 -4.85244 0.075
H 1.83553 3.52453 -3.91029 0.090
H 3.63589 2.45475 -3.44713 0.115
H 3.56344 1.12879 -2.28534 0.118
H 2.99789 0.81851 -5.22429 0.137
H 3.26434 -1.20734 -2.96936 0.083
H 3.41189 -1.69679 -4.63699 0.079
H 1.93434 -0.94728 -4.07668 0.060
H 5.39238 1.27832 -4.84325 0.068
H 5.48670 0.08089 -3.78630 0.076
```

Properties
Gap between HOMO and LUMO (eV): 9.25
Energy above the lowest of the compared OMol25 structures with the same formula, charge and spin (kJ/mol): 16.80
LUMO energy (eV): 0.579
E_tot (Eh): -2311.8482